# 1
The following is a quantum chemistry calculation of a structure of composition C10H26InN2O3 in a non-equilibrium geometry, from the OMol25 dataset.

## Properties
energy above the lowest of the compared OMol25 structures with the same formula, charge and spin: 5.9 kcal per mole
charge: +3

CARTESIAN COORDINATES (ANGSTROEM)
In -17.51972 -9.85308 -23.09999
C -14.95748 -11.30512 -20.84554
O -16.31361 -10.98708 -21.01488
C -17.10980 -12.05568 -20.52623
C -18.58269 -11.60431 -20.41291
N -19.04620 -11.37954 -21.78799
C -20.36708 -10.80312 -21.68440
C -20.88370 -10.77746 -23.11997
O -20.13967 -9.74932 -23.89472
C -20.82129 -9.54475 -25.16967
H -14.66880 -12.11553 -21.51485
H -14.76076 -11.42520 -19.78019
H -14.58526 -10.30930 -21.08618
H -16.72605 -12.45392 -19.58696
H -16.99339 -12.85545 -21.25759
H -18.66625 -10.70684 -19.79998
H -19.22868 -12.30628 -19.88562
H -19.23958 -12.21414 -22.32293
H -20.32334 -9.81399 -21.22851
H -21.09421 -11.44854 -21.19163
H -21.94992 -10.55263 -23.09326
H -20.80210 -11.75374 -23.59778
H -20.74409 -10.38880 -25.85504
H -20.30383 -8.69857 -25.62168
H -21.85862 -9.21950 -25.09063
C -19.56880 -6.11093 -24.66595
C -18.67110 -7.33165 -24.37043
C -17.22844 -6.94458 -24.15413
O -16.41491 -7.99372 -23.69821
C -15.06770 -7.61073 -23.27469
N -19.28933 -8.03107 -23.20781
H -19.29553 -5.54478 -25.55640
H -19.52034 -5.36006 -23.87732
H -20.61588 -6.38974 -24.78430
H -18.74973 -7.97710 -25.24525
H -17.31896 -6.19773 -23.36540
H -16.91419 -6.44154 -25.06863
H -14.58703 -8.46417 -22.79646
H -15.13119 -6.79867 -22.55039
H -14.51586 -7.27843 -24.15398
H -19.10916 -7.52191 -22.35435
H -20.29901 -8.03898 -23.23170

---

# 2
The following is a quantum chemistry calculation of a structure of composition C10H26InN2O3 in a non-equilibrium geometry, from the OMol25 dataset.

## Properties
energy above the lowest of the compared OMol25 structures with the same formula, charge and spin: 12.3 kcal per mole
charge: +3

CARTESIAN COORDINATES (ANGSTROEM)
In 0.25373 -0.99446 -0.30467
C 3.45620 -2.22372 1.47865
O 2.12968 -1.77448 1.79404
C 1.89240 -1.59651 3.17397
C 0.85200 -0.47933 3.35350
N -0.37403 -0.73260 2.56171
C -1.32985 0.36955 2.74033
C -2.61601 0.15110 1.98444
O -2.44397 0.13091 0.58628
C -3.62313 -0.30502 -0.14538
H 3.53718 -3.29047 1.69168
H 4.21952 -1.67893 2.04110
H 3.74576 -1.96664 0.46014
H 2.80462 -1.28458 3.68669
H 1.60600 -2.57630 3.57024
H 1.28678 0.50057 3.17090
H 0.60618 -0.55445 4.41955
H -0.83500 -1.51851 3.02668
H -0.87829 1.32748 2.47487
H -1.61336 0.46601 3.79520
H -3.27932 0.97420 2.28526
H -3.19835 -0.71479 2.32715
H -4.50643 0.25825 0.15140
H -3.78400 -1.37519 -0.00244
H -3.29777 -0.13055 -1.16623
C -1.42714 2.31038 -3.45922
C -0.62875 1.10741 -2.99452
C 0.86975 1.25095 -3.10757
O 1.43195 0.08917 -2.58387
C 2.79403 -0.18575 -2.90788
N -0.98423 0.91999 -1.56746
H -1.06167 2.66089 -4.43268
H -1.26360 3.23204 -2.88543
H -2.49070 2.09027 -3.38853
H -1.01964 0.32170 -3.64342
H 1.34086 2.14279 -2.67946
H 1.09877 1.31799 -4.18087
H 2.89586 -0.78057 -3.81803
H 3.12410 -0.87496 -2.12515
H 3.46214 0.67377 -2.87033
H -0.74712 1.73523 -0.99456
H -2.00513 1.00717 -1.51604

---

# 3
The following is a quantum chemistry calculation of a structure of composition C10H26KO10 in a non-equilibrium geometry, from the OMol25 dataset.

## Properties
charge: -1
E_tot: -47581.6916 eV

CARTESIAN COORDINATES (ANGSTROEM)
K -0.09663 0.25609 -0.15888
O -0.31942 2.97297 2.70612
C 0.09474 2.22020 1.73008
O 1.12988 1.57675 1.96921
O -0.50069 2.15945 0.65622
H 0.39249 2.75727 3.31296
O -1.06474 -2.78763 -2.45044
C -0.73068 -1.98199 -1.44591
O -1.39837 -2.08466 -0.40178
O 0.23454 -1.21731 -1.53997
H -0.21485 -2.55328 -2.83044
C -3.06669 -0.52872 1.67194
C -2.75568 0.78186 0.91895
O -2.32534 0.28968 -0.33951
H -3.69140 -1.19853 1.08100
H -3.49290 -0.24268 2.63351
H -2.15199 -1.08091 1.88760
H -1.95618 1.26836 1.47771
H -3.60221 1.45347 0.77597
H -2.49370 1.01222 -0.94878
C 1.56207 -1.95041 1.71018
C 0.08080 -2.20773 1.83568
O -0.60866 -1.19426 1.09973
H 1.80690 -0.95689 2.08576
H 1.77329 -1.96592 0.64095
H 2.12064 -2.71427 2.25113
H -0.25635 -2.05219 2.86050
H -0.35261 -3.16472 1.54512
H -0.92812 -1.55497 0.26940
C 0.77972 1.11494 -2.85011
C -0.76893 1.11496 -2.59299
O -1.10064 1.91170 -1.45131
H 1.27170 0.44349 -2.14640
H 1.32493 2.05038 -2.72444
H 1.02349 0.88030 -3.88626
H -1.24675 0.13970 -2.49985
H -1.36197 1.67324 -3.31737
H -2.04852 2.03889 -1.36792
C 3.03113 -0.20172 -1.05023
C 2.87579 0.55066 0.25757
O 1.78732 1.44456 0.13172
H 2.13903 -0.73761 -1.37441
H 3.84200 -0.92675 -0.98007
H 3.31333 0.47673 -1.85532
H 3.74678 1.13253 0.55905
H 2.68870 -0.08848 1.12047
H 1.51479 1.67120 1.02387

---

# 4
The following is a quantum chemistry calculation of a structure of composition C10H26N3OPdS3Sb in a non-equilibrium geometry, from the OMol25 dataset.

## Properties
energy above the lowest of the compared OMol25 structures with the same formula, charge and spin: 58.7 kcal per mole
charge: +4
2S+1: 5

CARTESIAN COORDINATES (ANGSTROEM)
Pd 0.24985 0.99096 0.24522
S 0.91609 -0.11618 2.41779
C -0.13694 1.28199 2.56279
N -1.30894 1.48823 3.17890
C -2.11910 2.55053 2.63363
C -1.18936 3.56019 1.99959
S 0.45562 2.78934 1.74491
H -1.56365 0.94998 3.97147
H -2.63899 3.08173 3.48409
H -2.90489 2.15192 1.92751
H -1.02673 4.44914 2.62698
H -1.57123 4.05487 1.10540
O 3.54751 1.81519 0.76612
H 4.18889 2.13236 1.43609
H 3.02535 1.09420 1.12597
C -2.74795 -1.99264 2.46088
C -1.82335 -2.58245 1.44175
Sb -0.76884 -1.37721 -0.06087
C -1.72886 -1.98050 -2.02008
C -1.46981 -0.99386 -3.16037
C 0.89988 -2.68400 -0.07530
C 1.76203 -2.15079 -1.20899
H -3.47335 -2.78659 2.69198
H -3.28090 -1.18712 2.08230
H -2.11273 -1.69096 3.31562
H -2.26408 -3.23479 0.69376
H -0.95550 -3.08573 1.94159
H -2.73313 -2.03052 -1.52264
H -1.36220 -3.00770 -2.24438
H -0.61991 -0.36361 -2.90735
H -2.32110 -0.31431 -3.21919
H -1.27093 -1.55533 -4.10374
H 0.73451 -3.76907 -0.10637
H 1.33690 -2.42816 0.86707
H 1.17159 -1.88968 -2.10963
H 2.59693 -2.76575 -1.45891
H 2.21161 -1.19230 -0.93047
N 2.21738 1.36130 -3.73040
C 2.15757 1.81256 -2.45439
N 3.36291 1.85207 -1.87864
S 0.58893 2.06415 -1.76564
H 2.86235 0.58765 -4.07231
H 1.48227 1.46327 -4.41294
H 4.15602 1.61903 -2.37793
H 3.46831 2.02861 -0.90086

---

# 5
The following is a quantum chemistry calculation of a structure of composition C10H27CeCl2OP2S in a non-equilibrium geometry, from the OMol25 dataset.

## Properties
energy above the lowest of the compared OMol25 structures with the same formula, charge and spin: 0.0 kcal per mole
charge: +2
2S+1: 2

CARTESIAN COORDINATES (ANGSTROEM)
C 0.55358 -1.39990 -3.81425
C 0.40319 -0.63343 -2.55172
H 0.55108 -2.47876 -3.59421
H 1.48153 -1.13513 -4.35988
H -0.32406 -1.18530 -4.45088
O 0.11756 -1.11069 -1.43617
Cl 0.49545 1.11852 -2.72667
Ce -0.14861 0.69566 0.51109
P 2.78478 0.81079 0.24596
C 3.61987 -0.26560 1.48049
C 3.83791 0.48002 -1.20884
H 4.88061 0.73925 -0.97305
H 4.45213 2.50209 0.73493
H 3.49637 1.06186 -2.07301
H 2.96633 3.22288 0.01206
H 3.44000 -1.31261 1.20356
H 3.77969 -0.58510 -1.46581
C 3.34991 2.48210 0.73114
H 4.70123 -0.06967 1.48630
H 2.95288 2.74239 1.72397
H 3.19258 -0.10260 2.47877
P -2.69832 0.30951 -0.92876
C -3.87840 -0.78776 -0.04545
C -3.53489 1.92567 -0.86780
H -2.52559 0.39385 -3.36457
H -4.13068 -0.19805 -2.81477
H -2.70121 -1.27323 -2.76157
C -3.04449 -0.23774 -2.63247
H -2.92571 2.67874 -1.39071
H -4.51694 1.82999 -1.35749
H -4.86992 -0.74696 -0.52598
H -3.94752 -0.48485 1.01122
H -3.64605 2.24627 0.17877
H -3.48329 -1.81535 -0.09142
Cl -0.54840 2.77063 1.92538
C -0.60254 -2.50646 2.69334
S 0.17977 -0.87809 2.73580
C -0.30252 -0.17195 4.31970
H -0.62583 -2.86128 1.65215
H -1.62350 -2.47823 3.09247
H 0.01350 -3.17832 3.30793
H -1.38058 -0.27181 4.48507
H 0.23568 -0.72923 5.09357
H -0.02657 0.88787 4.33183

---

# 6
The following is a quantum chemistry calculation of a structure of composition C10H27ClErIOP2S in a non-equilibrium geometry, from the OMol25 dataset.

## Properties
energy above the lowest of the compared OMol25 structures with the same formula, charge and spin: 0.0 kcal per mole
charge: +2
2S+1: 4

CARTESIAN COORDINATES (ANGSTROEM)
C -4.56481 0.32138 -3.74577
C -3.12640 0.14125 -3.82578
H -5.00654 0.28794 -4.76292
H -4.74546 1.29914 -3.25294
H -4.96063 -0.48641 -3.09838
O -1.99930 -0.02317 -4.03627
I -3.45912 0.27219 1.17999
Er -0.68759 0.14953 0.91517
P -0.50697 -2.53860 0.13766
C 1.03342 -3.38595 -0.37479
C -0.61009 -3.10223 1.89511
H -1.05628 -4.10707 1.91937
H -1.84903 -4.53747 -0.21497
H -1.22782 -2.40870 2.48824
H -2.69296 -3.04832 -0.76187
H 1.89605 -2.96210 0.15357
H 0.39666 -3.12901 2.33530
C -1.73073 -3.57404 -0.73148
H 0.96110 -4.46399 -0.17862
H -1.40015 -3.75352 -1.76301
H 1.16916 -3.22477 -1.44968
P 0.24801 2.53804 -0.18727
C 1.92345 2.81348 -0.86528
C -0.69438 3.67561 -1.25788
H -0.38487 3.08379 2.13254
H 0.25533 4.52152 1.26123
H 1.36603 3.24339 1.88869
C 0.38505 3.44129 1.43047
H -1.75793 3.40004 -1.22000
H -0.57839 4.72628 -0.94246
H 2.18489 3.88611 -0.82916
H 1.94301 2.47796 -1.91388
H -0.36307 3.57158 -2.30546
H 2.68632 2.22966 -0.32168
Cl -0.69488 0.42940 3.39375
C 2.57305 0.34620 3.08222
S 1.99363 -0.15300 1.43870
C 3.53049 -0.71940 0.64359
H 1.78086 0.87835 3.61723
H 3.45552 0.99151 2.98510
H 2.81057 -0.57607 3.65538
H 3.43337 -0.79280 -0.44555
H 4.33909 -0.00551 0.89162
H 3.73236 -1.73351 1.04020